1.
C3H4OS | ωB97M-V/def2-TZVPD

Structure (XYZ):
```
9
Properties=species:S:1:pos:R:3
C 0.386 0.340 0.234
C -0.703 1.036 0.454
C 0.966 -0.890 -0.329
O 2.042 -0.084 2.409
S 2.108 0.271 1.019
H -0.566 1.927 0.943
H -1.735 0.795 0.243
H 0.718 -1.883 -0.003
H 1.284 -0.779 -1.328
```

Calculated values
HOMO level (spin up / spin down) (Ha): -0.21995 / -0.35537
ΔE to the lowest compared entry with this formula, charge and spin (kcal per mole): 76.93
E (eV): -16051.9397
<S²>: 2.01
Spin multiplicity: 3

=====

2.
C31H36N4SY | ωB97M-V/def2-TZVPD

Structure (XYZ):
```
73
Properties=species:S:1:pos:R:3
Y 0.046 -0.671 0.835
N 0.118 -0.790 4.206
N 0.811 1.767 1.339
C -1.957 -0.805 -0.835
C -2.443 -0.134 0.335
C -2.460 -1.083 1.408
C -2.820 -0.825 2.829
H -3.305 0.153 2.940
H -1.932 -0.837 3.487
H -3.508 -1.599 3.200
C -2.019 -2.341 0.896
C -1.992 -3.620 1.653
H -2.937 -4.176 1.538
H -1.849 -3.444 2.727
H -1.183 -4.274 1.307
C -1.704 -2.171 -0.485
C -1.241 -3.247 -1.402
H -0.324 -3.728 -1.032
H -1.027 -2.849 -2.400
H -2.006 -4.032 -1.513
C -2.911 1.277 0.400
H -3.992 1.345 0.187
H -2.397 1.906 -0.341
H -2.739 1.713 1.392
C -1.824 -0.207 -2.192
H -1.009 -0.674 -2.762
H -1.602 0.867 -2.134
H -2.751 -0.322 -2.780
C 0.738 -1.594 5.061
H 0.093 -2.187 5.722
C 2.137 -1.684 5.128
H 2.577 -2.363 5.856
C 2.917 -0.915 4.259
H 4.007 -1.007 4.274
C 2.289 -0.024 3.394
H 2.848 0.609 2.702
C 0.863 0.056 3.414
C 0.048 0.884 2.586
H -0.821 1.424 2.963
C 0.789 1.334 0.056
C 1.227 3.085 1.410
H 1.319 3.574 2.359
C 1.419 3.515 0.154
H 1.736 4.467 -0.232
N 1.096 2.436 -0.680
C 0.866 2.495 -2.065
C 0.003 3.480 -2.574
C -0.268 3.471 -3.949
H -0.912 4.250 -4.362
C 0.262 2.486 -4.784
C 0.007 2.525 -6.259
H -0.068 1.511 -6.665
H 0.822 3.035 -6.790
H -0.920 3.066 -6.472
C 1.057 1.474 -4.238
H 1.463 0.691 -4.880
C 1.365 1.461 -2.873
C 2.211 0.357 -2.328
H 2.805 0.646 -1.454
H 2.902 0.016 -3.113
H 1.611 -0.531 -2.057
C -0.676 4.477 -1.691
H 0.030 5.151 -1.191
H -1.315 4.014 -0.922
H -1.331 5.094 -2.316
S 3.460 -3.953 0.289
C 2.741 -4.314 1.848
C 1.632 -3.536 2.060
N 1.380 -2.614 1.033
C 2.258 -2.758 -0.002
H 3.138 -5.042 2.539
H 0.970 -3.561 2.922
H 2.180 -2.198 -0.934
```

Calculated values
HOMO level (spin up / spin down) (Ha): -0.00922 / -0.00780
ΔE to the lowest compared entry with this formula, charge and spin (kcal per mole): 0.00
E (eV): -50567.6018
Charge: -1

=====

What did the first record say?
C3H4OS | ωB97M-V/def2-TZVPD

Structure (XYZ):
```
9
Properties=species:S:1:pos:R:3
C 0.386 0.340 0.234
C -0.703 1.036 0.454
C 0.966 -0.890 -0.329
O 2.042 -0.084 2.409
S 2.108 0.271 1.019
H -0.566 1.927 0.943
H -1.735 0.795 0.243
H 0.718 -1.883 -0.003
H 1.284 -0.779 -1.328
```

Calculated values
HOMO level (spin up / spin down) (Ha): -0.21995 / -0.35537
ΔE to the lowest compared entry with this formula, charge and spin (kcal per mole): 76.93
E (eV): -16051.9397
<S²>: 2.01
Spin multiplicity: 3

=====

Q: Which formula does entry 2 have?
A: C31H36N4SY